1.
This record from OMol25 describes the molecule C16H16Cl2N4O3. The level of theory is ωB97M-V/def2-TZVPD.

CARTESIAN COORDINATES (ANGSTROEM)
C1 -7.1828 5.2503 -2.9484
C2 -5.8506 4.5270 -2.8178
C3 -5.4153 4.3002 -1.3573
N1 -4.0574 3.7990 -1.2093
C4 -3.7017 2.6067 -0.6788
O1 -4.4980 1.6971 -0.4812
C5 -2.1913 2.4507 -0.3978
C6 -1.4201 2.6176 -1.7049
C7 -0.5574 1.3636 -1.8861
C8 -1.1308 0.3009 -0.9744
N2 -1.8877 1.0341 0.1067
C9 -1.4026 0.6909 1.6154
C10 -2.4937 1.4876 2.2828
N3 -3.3748 2.1190 2.7168
C11 -0.0996 1.5039 1.7799
O2 -0.1413 2.6849 1.4860
C12 1.1271 0.7777 2.1741
Cl1 2.5081 1.7655 2.4037
C13 1.1406 -0.5502 2.5037
Cl2 2.5209 -1.3285 3.1371
C14 -0.0828 -1.3978 2.3809
O3 -0.0811 -2.6259 2.5282
C15 -1.3464 -0.6619 2.1549
C16 -2.5383 -1.3678 2.3808
N4 -3.5161 -1.9602 2.6146
H1 -7.4643 5.3425 -3.9974
H2 -7.9915 4.7206 -2.4369
H3 -7.1211 6.2594 -2.5355
H4 -5.8909 3.5438 -3.3055
H5 -5.0660 5.1111 -3.3193
H6 -5.4443 5.2673 -0.8365
H7 -6.0928 3.6032 -0.8605
H8 -3.3202 4.4740 -1.2850
H9 -1.9049 3.1820 0.3625
H10 -2.1172 2.7214 -2.5566
H11 -0.8078 3.5291 -1.6384
H12 -0.5652 1.0145 -2.9272
H13 0.4740 1.5739 -1.5837
H14 -1.9127 -0.2877 -1.4849
H15 -0.3998 -0.3989 -0.5427
H16 -2.7960 0.5696 0.2508

## Properties
multiplicity = 1
E_HOMO = -8.3 eV
structure (SMILES) = CCCNC(=O)[C@@H]1CCC[N@H+]1[C@]1(C#N)C(=O)C(Cl)=C(Cl)C([O-])=C1C#N
E = -53996.7589 eV
Kohn-Sham gap = 0.242 Ha
ΔE to the lowest compared entry with this formula, charge and spin = 0.478 eV

=====

2.
This record from OMol25 describes a structure of composition C32H39KN4P3Se. The level of theory is ωB97M-V/def2-TZVPD.

CARTESIAN COORDINATES (ANGSTROEM)
K1 -0.7920 -0.5780 -0.4758
C1 -2.3560 3.0826 1.2720
P1 -1.6253 1.5423 1.9465
C2 -2.7095 1.2618 3.4081
C3 -0.0887 2.1364 2.7623
C4 -0.0570 3.3971 3.3582
C5 1.0837 3.8687 3.9856
C6 2.2142 3.0665 4.0392
C7 2.1924 1.8070 3.4634
C8 1.0566 1.3223 2.8129
P2 1.0664 -0.3417 2.0110
C9 2.8574 -0.6316 1.7429
C10 0.7509 -1.4360 3.4595
H1 -2.5986 3.8188 2.0389
H2 -3.2749 2.8302 0.7411
H3 -1.6566 3.5158 0.5558
H4 -2.7498 2.1443 4.0487
H5 -2.3330 0.4247 3.9982
H6 -3.7215 1.0180 3.0799
H7 -0.9366 4.0283 3.3313
H8 1.0888 4.8544 4.4331
H9 3.1111 3.4225 4.5299
H10 3.0847 1.1969 3.5156
H11 3.4247 -0.7319 2.6695
H12 3.2650 0.1939 1.1577
H13 2.9749 -1.5476 1.1654
H14 1.4386 -1.2247 4.2799
H15 0.8645 -2.4787 3.1570
H16 -0.2709 -1.3013 3.8190
N1 -2.1818 -4.2846 -1.5644
P3 -0.8971 -3.7221 -2.5479
C11 0.5517 -3.6569 -1.4126
C12 0.5367 -4.2321 -0.1405
C13 1.7086 -4.3699 0.5925
C14 2.9194 -3.9447 0.0656
C15 2.9527 -3.3813 -1.2012
C16 1.7825 -3.2496 -1.9361
C17 -1.3681 -1.9677 -2.8833
C18 -2.7198 -1.6229 -2.9284
C19 -3.1176 -0.3570 -3.3375
C20 -2.1753 0.5837 -3.7325
C21 -0.8293 0.2477 -3.7143
C22 -0.4305 -1.0164 -3.2943
C23 -2.6564 -3.8416 -0.3278
C24 -3.5359 -4.6439 0.4078
C25 -3.9555 -4.2020 1.6415
C26 -3.5000 -2.9765 2.1256
C27 -2.6534 -2.2523 1.3178
N2 -2.2390 -2.6614 0.1078
H17 -2.5564 -5.1721 -1.8568
H18 -0.3853 -4.6030 0.2846
H19 1.6733 -4.8280 1.5730
H20 3.8336 -4.0671 0.6327
H21 3.8963 -3.0740 -1.6335
H22 1.8505 -2.8803 -2.9524
H23 -3.4690 -2.3470 -2.6353
H24 -4.1714 -0.1105 -3.3512
H25 -2.4904 1.5661 -4.0585
H26 -0.0845 0.9709 -4.0192
H27 0.6281 -1.2441 -3.2820
H28 -3.8652 -5.5959 0.0118
H29 -4.6314 -4.8081 2.2311
H30 -3.8003 -2.5968 3.0913
H31 -2.2855 -1.2781 1.6450
C28 0.5221 5.1910 -1.5686
N3 1.4552 4.4145 -2.3737
C29 2.1929 4.8955 -3.4425
C30 2.9284 3.8687 -3.9046
N4 2.6342 2.7720 -3.1109
C31 3.2026 1.4422 -3.2759
C32 1.7339 3.1109 -2.1616
Se1 1.0187 2.0338 -0.8425
H32 0.6228 6.2359 -1.8491
H33 0.7579 5.0617 -0.5149
H34 -0.4976 4.8551 -1.7472
H35 2.1259 5.9169 -3.7712
H36 3.6300 3.8153 -4.7175
H37 4.1504 1.5370 -3.7989
H38 2.5285 0.8076 -3.8506
H39 3.3564 1.0007 -2.2951

## Properties
multiplicity = 1
E_HOMO = -10.0 eV
E = -149313.0516 eV
Kohn-Sham gap = 0.303 Ha
total charge = +1

=====

3.
This record from OMol25 describes the molecule C2H5N3OS. The level of theory is ωB97M-V/def2-TZVPD.

CARTESIAN COORDINATES (ANGSTROEM)
H1 -2.6797 1.7073 0.0683
N1 -1.7058 1.4105 -0.0575
C1 -1.5920 0.1383 -0.0208
N2 -2.5946 -0.8122 0.0175
S1 -0.0167 -0.6479 -0.0761
C2 1.0212 0.7382 0.0081
N3 2.3246 0.7173 0.0935
O1 2.7360 -0.6058 0.0066
H2 -3.5193 -0.4970 0.2586
H3 -2.3673 -1.6845 0.4663
H4 0.5056 1.6809 0.1181
H5 3.6937 -0.4618 -0.0448

## Properties
multiplicity = 1
E_HOMO = -8.9 eV
structure (SMILES) = [H]/N=C(\N)S/C=N\O
E = -19506.2931 eV
Kohn-Sham gap = 0.352 Ha
ΔE to the lowest compared entry with this formula, charge and spin = 2.657 eV